No. 1
This record from the OMol25 dataset describes 40 unconnected molecules or ions with the total composition C11H101BNO43P in a non-equilibrium geometry. The level of theory is the ωB97M-V functional and the def2-TZVPD basis.

Computed properties:
Total charge = 0
Orbital gap = 8.224 eV
Highest occupied orbital energy = -9.060 eV
E_tot = -4135.73287 Eh
LUMO level = -0.84 eV

Last column: Löwdin charge in e.
CARTESIAN COORDINATES (ANGSTROEM)
P  -0.80051  1.28514  0.41520  0.84
O  -6.33034  -4.63411  -1.82699  -0.08
O  3.20589  2.14345  2.47132  -0.07
O  -2.16802  2.85797  4.11488  -0.06
O  1.87227  -1.83689  -6.96108  -0.05
O  5.67335  3.75026  1.36001  -0.07
O  -5.42545  0.16653  3.83785  -0.07
O  2.95508  -0.12949  5.56833  -0.07
O  3.99143  -0.28369  2.01608  -0.07
O  0.30511  0.75703  -6.00130  -0.07
O  -8.42427  -2.94149  -1.93427  -0.07
O  3.90986  -3.49637  -4.44281  -0.06
O  6.95041  -2.79438  -3.78108  -0.06
O  2.85662  -3.16572  -0.30930  -0.03
O  -4.21656  7.98932  0.91812  -0.06
O  -6.69411  3.86919  -3.00887  -0.05
O  -1.30977  1.28811  -3.74084  -0.08
O  -1.56802  4.17203  10.36847  -0.06
O  -7.59411  2.08630  3.85882  -0.05
O  -4.21656  2.52708  -0.87202  -0.09
O  9.30511  2.20541  3.95700  -0.08
O  -0.92665  -2.25704  1.31106  -0.06
O  -8.08005  0.50679  -5.07245  -0.07
O  6.49310  -6.52992  3.10757  -0.07
O  2.93804  0.89377  -4.22234  -0.06
O  2.94084  -0.96781  -1.51758  -0.08
O  -0.78023  4.35004  6.67996  -0.07
O  -5.46196  0.86917  -3.43369  -0.06
O  8.01857  0.58878  -3.68635  -0.06
O  -2.41656  6.10858  8.11365  -0.06
O  -4.21656  5.33747  -0.64111  -0.06
O  -2.22655  1.63577  0.99703  -0.53
O  5.09799  -8.82038  1.00297  -0.06
O  -5.39489  2.84516  1.66182  -0.05
O  8.00589  -0.76757  -1.13224  -0.06
O  5.37455  4.58215  3.92296  -0.05
O  4.25021  -5.85506  0.45696  -0.05
O  -6.68403  -1.19429  -0.56829  -0.07
O  4.79799  -2.77115  3.29904  -0.07
O  -2.58023  -0.76326  -6.42609  -0.05
O  -2.34959  4.23927  -3.50498  -0.05
O  7.65905  0.17793  2.45325  -0.05
O  -0.32427  -3.19504  -8.37750  -0.07
O  0.35041  1.09605  5.31450  -0.06
N  -4.33041  -1.92658  -1.06107  -0.11
C  -5.41020  -1.90489  1.54242  -0.03
C  -3.29978  -4.13357  -2.08791  -0.11
C  -5.50448  -1.67483  -0.09188  -0.24
C  -3.36643  -0.79613  -0.77200  -0.21
C  3.52936  -2.19176  -0.92774  -0.25
C  5.17919  -2.42087  -1.05193  -0.12
C  1.48293  -1.13908  -1.41822  -0.18
C  -2.00377  -0.79349  -1.68044  -0.10
C  5.71399  -2.60983  0.49558  -0.11
C  0.62373  0.15699  -2.03472  -0.14
C  -3.74136  -3.28553  -0.74915  -0.25
B  -0.79447  0.17417  -1.13862  -0.37
H  2.34621  1.62539  -3.99111  0.04
H  -1.55665  4.89232  6.88516  -0.01
H  5.16834  -3.48059  1.07969  0.07
H  8.61097  1.57968  3.70109  -0.01
H  -0.41758  -1.66482  1.88462  0.03
H  6.18242  4.34248  1.93358  0.03
H  -0.32283  -2.99603  1.14286  0.06
H  -1.45808  3.80541  9.47833  0.03
H  0.38734  -0.01847  -3.19097  0.12
H  -2.08873  4.87770  -2.82429  0.04
H  7.78082  0.04961  -0.66276  0.04
H  -0.38903  0.13130  -6.25721  0.01
H  5.31146  -3.47337  -1.58936  0.13
H  -6.08903  2.21944  1.40591  0.05
H  -2.31876  -0.51593  -2.79784  0.14
H  -0.60342  -2.64187  -9.12243  0.04
H  -0.15274  2.57425  0.13474  0.04
H  -4.58314  2.31648  1.63871  0.02
H  6.67126  -2.24121  -4.52602  0.05
H  -5.41481  -0.38626  4.63357  0.06
H  -4.66688  3.35132  -0.63395  0.00
H  8.64623  -0.48392  -1.80194  0.03
H  -3.58362  7.85187  1.63887  0.05
H  -7.81918  2.90348  4.32830  0.06
H  -1.88832  1.93062  -3.30330  0.04
H  -6.01727  0.89815  4.06908  0.00
H  -6.95377  2.36995  3.18912  0.01
H  -8.70342  -2.38833  -2.67921  0.05
H  -3.07053  -5.24832  -1.73789  0.09
H  -1.54247  -1.89109  -1.76778  0.12
H  -2.32044  -3.74601  -2.60909  0.06
H  -6.05377  4.15284  -3.67857  0.05
H  8.21348  -0.55863  2.75148  0.06
H  -3.93685  0.22566  -1.00469  0.12
H  8.07435  0.90796  -4.59951  0.05
H  -6.95569  -4.89729  -1.13524  0.05
H  7.21127  -2.15595  -3.10039  0.00
H  -4.58560  -3.93138  -0.20828  0.11
H  -1.13018  3.64443  6.11561  0.00
H  -7.44711  0.36933  -4.35170  0.00
H  2.12864  -2.30042  -7.77242  0.05
H  1.15381  1.18191  -1.82445  0.11
H  1.18802  -1.15952  -0.26158  0.12
H  -6.47614  -2.11432  2.03538  0.11
H  -4.14688  -4.19261  -2.90908  0.08
H  5.68387  -1.53993  -1.63718  0.10
H  -2.84096  2.29061  4.52016  0.05
H  1.11686  0.22834  -6.02440  0.01
H  0.61127  1.73448  5.99520  0.04
H  4.96229  -7.86486  0.91606  -0.01
H  -3.10393  -0.79382  0.38216  0.11
H  -4.95640  -0.99725  2.12832  0.06
H  6.64464  -7.46834  2.91978  0.03
H  4.51368  -4.23535  -4.61101  0.05
H  1.10774  -2.10461  -1.96322  0.16
H  -8.16341  -2.30306  -1.25358  0.01
H  6.76041  -0.18425  2.46910  0.03
H  -8.53037  1.33104  -4.83439  0.03
H  6.86787  -2.87939  0.42511  0.10
H  10.11686  1.67672  3.93389  0.04
H  5.38519  4.02936  4.71867  0.06
H  2.54156  -2.10835  -6.31505  0.04
H  -4.75174  -2.86008  1.82073  0.09
H  4.17265  -3.03433  3.99079  0.05
H  3.64148  -0.98930  1.45173  0.03
H  -4.66688  8.81357  1.15618  0.05
H  -1.78362  5.97112  8.83440  0.03
H  -6.05379  1.60079  -3.20247  0.01
H  4.47265  -9.08357  1.69472  0.05
H  -2.62874  4.79244  -4.24992  0.05
H  -4.66688  6.16172  -0.40305  0.02
H  6.27717  3.01127  1.19181  0.04
H  3.01086  0.18969  4.65517  0.01
H  4.41893  -2.90415  -3.86925  0.00
H  4.78273  5.31377  4.15418  0.05
H  2.98082  2.96063  2.94081  0.05
H  -1.25399  1.60729  -4.65400  0.04
H  -2.86688  6.93283  8.35171  0.06
H  4.66229  -1.81562  3.21213  -0.01
H  5.62298  -1.62256  1.15235  0.06
H  -2.05808  2.49134  3.22474  0.00
H  3.21502  0.25858  2.22129  0.01
H  3.75754  -5.08468  0.13637  0.01
H  -3.58362  5.20002  0.07964  0.05
H  2.37653  0.51302  6.00587  0.01
H  -3.35665  -0.22099  -6.22089  0.05
H  -2.24096  3.60468  10.77375  0.05
H  -2.93018  -1.46888  -6.99044  0.04
H  7.44002  1.23129  -3.24881  0.05
H  -2.87325  -3.18475  0.05887  0.12
H  -5.45132  0.31639  -2.63798  0.02
H  5.89520  -6.24344  2.40086  0.00
H  -6.91918  4.68637  -2.53939  0.04
H  -3.58362  2.38962  -0.15126  -0.03
H  -0.06341  -2.55661  -7.69680  0.00
H  0.02600  0.61141  1.42604  0.01
H  3.84623  2.42710  1.80163  0.03
H  -6.46605  -3.67859  -1.91390  0.01
H  4.64017  -6.23377  -0.34514  0.05
H  0.07126  1.64921  4.56957  0.03
H  2.94868  0.34098  -3.42662  0.00



No. 2
This record from the OMol25 dataset describes a molecular structure, C11H10BrCeF3O3S in a non-equilibrium geometry. The level of theory is the ωB97M-V functional and the def2-TZVPD basis.

Computed properties:
Total charge = 0
Energy relative to the best compared isomer or geometry (same formula, charge and spin) = 0.0 kcal per mole
Orbital gap (spin up / spin down) = 7.664 / 7.660 eV
Highest occupied orbital energy (spin up / spin down) = -9.350 / -9.351 eV
E_tot = -4397.85937 Eh
LUMO level (spin up / spin down) = -1.69 / -1.69 eV

Last column: natural (NBO) charge in e.
CARTESIAN COORDINATES (ANGSTROEM)
Ce  0.01139  -0.07268  0.54833  0.99
Br  1.05596  -2.31975  1.64597  -0.20
S  -1.34545  0.53672  3.31771  2.30
F  -0.95478  0.03976  5.93273  -0.30
F  -1.87046  2.02081  5.45094  -0.31
F  0.29554  1.66982  5.10745  -0.31
O  -0.03810  0.90150  2.65834  -0.93
O  -1.52084  -0.89714  3.38530  -0.87
O  -2.42744  1.32155  2.80649  -0.89
C  2.45218  0.02817  -0.36056  -0.28
C  1.77492  0.01848  -1.61222  -0.27
C  -1.95363  0.36226  -1.37636  -0.26
C  2.14925  1.25869  0.29367  -0.34
C  1.28952  2.00943  -0.55969  -0.30
C  -2.11848  -1.28956  0.22738  -0.34
C  1.07554  1.24746  -1.74284  -0.22
C  -2.50006  0.04900  -0.09803  -0.30
C  -1.25708  -0.78250  -1.85116  -0.23
C  -1.33930  -1.80110  -0.86128  -0.29
C  -0.93831  1.10050  5.08244  0.74
H  -0.84251  -2.75993  -0.89860  0.27
H  -0.75585  -0.88406  -2.80488  0.24
H  0.47161  1.54796  -2.59106  0.24
H  -3.01809  0.74078  0.55252  0.28
H  1.79076  -0.79584  -2.32717  0.25
H  2.38014  1.49324  1.33021  0.27
H  -2.03773  1.31382  -1.88426  0.25
H  0.79843  2.94932  -0.31644  0.25
H  3.00768  -0.80620  0.05549  0.28
H  -2.25933  -1.78433  1.18026  0.29



> Look up the E_tot of the first one.

-4135.73287 Eh



> Number 1 is which compound?

C11H101BNO43P